{"formula": "C66H184N16O18", "method": "ωB97M-V/def2-TZVPD", "elements": ["C", "C", "C", "O", "C", "N", "H", "H", "H", "H", "H", "H", "H", "H", "H", "H", "H", "C", "C", "C", "O", "C", "N", "H", "H", "H", "H", "H", "H", "H", "H", "H", "H", "H", "C", "C", "C", "O", "C", "N", "H", "H", "H", "H", "H", "H", "H", "H", "H", "H", "H", "C", "C", "C", "O", "C", "N", "H", "H", "H", "H", "H", "H", "H", "H", "H", "H", "H", "C", "C", "C", "O", "C", "N", "H", "H", "H", "H", "H", "H", "H", "H", "H", "H", "H", "C", "C", "C", "O", "C", "N", "H", "H", "H", "H", "H", "H", "H", "H", "H", "H", "H", "C", "C", "C", "O", "C", "N", "H", "H", "H", "H", "H", "H", "H", "H", "H", "H", "H", "C", "C", "C", "O", "C", "N", "H", "H", "H", "H", "H", "H", "H", "H", "H", "H", "H", "C", "C", "C", "O", "C", "N", "H", "H", "H", "H", "H", "H", "H", "H", "H", "H", "H", "C", "C", "C", "O", "C", "N", "H", "H", "H", "H", "H", "H", "H", "H", "H", "H", "H", "C", "C", "C", "O", "C", "N", "H", "H", "H", "H", "H", "H", "H", "H", "H", "H", "H", "C", "C", "C", "O", "C", "N", "H", "H", "H", "H", "H", "H", "H", "H", "H", "H", "H", "C", "C", "C", "O", "C", "N", "H", "H", "H", "H", "H", "H", "H", "H", "H", "H", "H", "C", "C", "C", "O", "C", "N", "H", "H", "H", "H", "H", "H", "H", "H", "H", "H", "H", "C", "C", "C", "O", "C", "N", "H", "H", "H", "H", "H", "H", "H", "H", "H", "H", "H", "C", "C", "C", "O", "C", "N", "H", "H", "H", "H", "H", "H", "H", "H", "H", "H", "H", "C", "O", "H", "H", "H", "H", "C", "O", "H", "H", "H", "H"], "positions_angstrom": [[1.076, -0.309, -6.596], [2.224, -1.036, -5.883], [2.802, -0.248, -4.726], [3.988, -0.956, -4.243], [4.723, -0.189, -3.303], [1.633, -2.297, -5.440], [1.350, 0.686, -6.949], [0.211, -0.199, -5.942], [0.676, -0.746, -7.512], [2.990, -1.196, -6.642], [2.062, -0.182, -3.928], [3.069, 0.737, -5.108], [4.893, 0.861, -3.542], [5.660, -0.730, -3.169], [4.100, -0.126, -2.411], [0.744, -2.123, -4.992], [2.202, -2.636, -4.677], [-0.841, 4.312, -6.778], [-0.973, 5.145, -5.532], [0.379, 5.408, -4.756], [0.964, 4.095, -4.564], [2.243, 4.128, -4.069], [-1.577, 6.416, -5.880], [-0.126, 3.491, -6.715], [-0.657, 4.862, -7.701], [-1.811, 3.830, -6.897], [-1.661, 4.687, -4.821], [0.260, 5.956, -3.822], [1.066, 6.012, -5.349], [2.910, 4.780, -4.633], [2.645, 3.122, -3.949], [2.186, 4.513, -3.051], [-2.368, 6.270, -6.491], [-0.918, 6.841, -6.515], [-4.770, -5.335, -0.713], [-4.141, -3.994, -0.708], [-4.884, -2.965, -1.462], [-4.233, -1.724, -1.285], [-4.649, -0.779, -2.218], [-4.062, -3.594, 0.715], [-4.234, -6.068, -0.111], [-4.893, -5.679, -1.740], [-5.703, -5.314, -0.149], [-3.093, -4.159, -0.957], [-5.930, -3.038, -1.163], [-4.958, -3.305, -2.495], [-4.251, -0.876, -3.228], [-4.306, 0.194, -1.865], [-5.725, -0.626, -2.309], [-5.024, -3.422, 0.970], [-3.614, -2.689, 0.695], [3.037, -7.819, 5.993], [1.687, -7.156, 5.734], [1.581, -6.413, 4.417], [2.723, -5.536, 4.428], [2.635, -4.523, 3.507], [0.616, -8.139, 5.755], [3.866, -7.117, 5.908], [3.303, -8.518, 5.201], [3.204, -8.291, 6.961], [1.469, -6.409, 6.497], [0.594, -5.979, 4.258], [1.692, -7.091, 3.571], [1.794, -3.871, 3.742], [2.446, -4.950, 2.522], [3.477, -3.834, 3.560], [-0.230, -7.661, 5.481], [0.837, -8.805, 5.028], [-1.636, -1.318, 5.629], [-0.153, -1.687, 5.879], [0.809, -0.760, 5.060], [2.157, -1.179, 5.211], [3.141, -0.251, 4.646], [0.160, -1.664, 7.271], [-1.940, -0.321, 5.950], [-2.267, -2.063, 6.114], [-1.765, -1.564, 4.575], [0.035, -2.712, 5.561], [0.681, 0.269, 5.396], [0.604, -0.845, 3.993], [3.261, 0.591, 5.328], [2.808, 0.116, 3.675], [4.115, -0.737, 4.607], [-0.432, -2.406, 7.616], [1.126, -1.944, 7.363], [10.422, 4.492, -4.412], [10.808, 3.851, -3.089], [9.919, 2.623, -2.596], [8.573, 2.864, -2.719], [7.801, 1.786, -2.235], [12.219, 3.546, -3.332], [10.993, 5.416, -4.508], [9.400, 4.862, -4.339], [10.509, 3.832, -5.274], [10.715, 4.649, -2.352], [10.275, 2.423, -1.586], [10.184, 1.679, -3.072], [8.049, 0.864, -2.762], [6.767, 2.069, -2.434], [7.904, 1.551, -1.176], [12.650, 3.395, -2.431], [12.680, 4.380, -3.665], [3.617, 7.715, -3.310], [4.949, 6.935, -3.090], [6.169, 7.910, -3.286], [7.273, 7.046, -3.256], [8.480, 7.787, -3.405], [4.843, 6.490, -1.672], [3.446, 8.424, -2.500], [2.779, 7.020, -3.370], [3.672, 8.304, -4.226], [4.980, 6.089, -3.776], [6.116, 8.634, -2.472], [6.029, 8.479, -4.205], [8.581, 8.523, -2.607], [8.662, 8.262, -4.368], [9.342, 7.144, -3.226], [4.123, 5.785, -1.606], [5.700, 6.041, -1.380], [-4.587, -4.889, 4.848], [-5.877, -5.100, 5.776], [-7.253, -5.170, 5.047], [-7.710, -3.836, 4.715], [-8.813, -3.757, 3.833], [-5.616, -6.379, 6.452], [-4.613, -5.541, 3.974], [-3.661, -5.063, 5.395], [-4.680, -3.851, 4.528], [-5.781, -4.368, 6.578], [-7.910, -5.631, 5.784], [-7.173, -5.805, 4.165], [-9.774, -4.194, 4.104], [-8.540, -4.134, 2.848], [-9.008, -2.708, 3.610], [-4.667, -6.438, 6.792], [-5.753, -7.120, 5.779], [-7.178, 0.016, 0.319], [-7.102, -1.188, 1.184], [-6.469, -0.992, 2.624], [-5.079, -0.752, 2.611], [-4.598, -0.302, 3.839], [-8.396, -1.834, 1.147], [-7.713, -0.092, -0.624], [-6.174, 0.256, -0.031], [-7.572, 0.895, 0.829], [-6.383, -1.828, 0.672], [-6.692, -1.864, 3.239], [-6.967, -0.158, 3.118], [-4.700, -1.098, 4.577], [-5.225, 0.503, 4.223], [-3.535, -0.071, 3.770], [-8.635, -1.933, 0.171], [-8.957, -1.049, 1.444], [2.171, -1.952, 0.926], [1.987, -2.253, -0.592], [2.321, -3.706, -1.102], [3.712, -4.008, -0.886], [4.585, -3.350, -1.735], [0.599, -2.070, -1.027], [1.746, -0.979, 1.173], [3.213, -1.843, 1.227], [1.672, -2.684, 1.562], [2.523, -1.494, -1.162], [2.130, -3.838, -2.167], [1.785, -4.444, -0.506], [4.505, -2.276, -1.562], [4.439, -3.565, -2.793], [5.623, -3.554, -1.472], [0.041, -2.772, -0.561], [0.318, -1.219, -0.561], [-1.602, -0.686, 1.152], [-1.719, 0.704, 0.663], [-0.761, 1.132, -0.502], [0.600, 1.080, -0.030], [1.446, 1.255, -1.117], [-3.142, 0.813, 0.428], [-1.521, -1.446, 0.375], [-2.296, -1.065, 1.902], [-0.628, -0.721, 1.639], [-1.473, 1.423, 1.444], [-0.923, 2.193, -0.690], [-0.963, 0.582, -1.421], [1.392, 0.413, -1.807], [2.502, 1.098, -0.898], [1.280, 2.208, -1.620], [-3.686, 0.520, 1.227], [-3.441, 0.107, -0.230], [-3.370, 4.010, 5.459], [-2.320, 2.914, 5.771], [-0.897, 3.498, 5.833], [-0.266, 3.873, 4.593], [0.222, 2.709, 3.938], [-2.778, 2.394, 7.020], [-3.250, 4.316, 4.420], [-3.353, 4.888, 6.105], [-4.403, 3.663, 5.489], [-2.427, 2.082, 5.075], [-0.332, 2.681, 6.283], [-0.805, 4.307, 6.558], [-0.550, 2.006, 3.623], [0.955, 2.173, 4.541], [0.662, 3.018, 2.990], [-2.538, 3.035, 7.762], [-2.260, 1.549, 7.213], [0.266, 5.452, -0.714], [0.906, 5.332, 0.636], [2.090, 4.271, 0.689], [2.960, 4.326, -0.498], [4.136, 3.501, -0.464], [1.312, 6.647, 1.096], [-0.672, 5.996, -0.599], [-0.089, 4.470, -1.030], [0.863, 5.838, -1.540], [0.137, 5.022, 1.344], [1.536, 3.333, 0.647], [2.619, 4.287, 1.642], [4.286, 3.003, -1.422], [4.008, 2.702, 0.267], [5.030, 3.975, -0.059], [0.635, 7.346, 0.829], [2.172, 6.828, 0.599], [-2.469, -2.152, -5.115], [-1.842, -2.489, -3.742], [-1.548, -3.972, -3.676], [-2.714, -4.762, -3.509], [-2.384, -6.074, -3.025], [-0.550, -1.732, -3.706], [-1.775, -2.484, -5.888], [-2.730, -1.102, -5.244], [-3.365, -2.732, -5.340], [-2.473, -2.173, -2.911], [-0.944, -4.161, -2.788], [-1.029, -4.314, -4.572], [-1.719, -6.161, -2.167], [-1.932, -6.672, -3.816], [-3.240, -6.650, -2.675], [-0.759, -0.744, -3.725], [-0.165, -1.886, -2.785], [-5.060, 4.087, -3.121], [-4.751, 4.886, -1.822], [-3.776, 4.064, -0.894], [-3.410, 4.941, 0.160], [-2.877, 4.269, 1.288], [-4.065, 6.143, -2.265], [-4.184, 4.005, -3.765], [-5.927, 4.453, -3.671], [-5.393, 3.071, -2.909], [-5.611, 5.215, -1.239], [-2.864, 3.738, -1.393], [-4.261, 3.157, -0.532], [-1.996, 3.658, 1.089], [-3.645, 3.572, 1.622], [-2.645, 4.972, 2.087], [-3.288, 5.931, -2.874], [-3.535, 6.376, -1.437], [-1.207, -4.236, 3.044], [-0.819, -5.081, 1.853], [-1.530, -6.462, 1.810], [-1.300, -7.040, 0.526], [-1.622, -8.426, 0.399], [-1.089, -4.335, 0.642], [-0.556, -3.378, 3.212], [-1.196, -4.789, 3.983], [-2.172, -3.786, 2.808], [0.244, -5.315, 1.912], [-2.604, -6.380, 1.978], [-1.137, -7.172, 2.537], [-1.494, -8.840, -0.601], [-2.652, -8.554, 0.730], [-1.014, -8.938, 1.145], [-0.938, -5.119, 0.024], [-2.086, -4.180, 0.701], [6.177, 0.212, 0.891], [6.733, -0.697, 0.039], [6.465, 1.215, 0.576], [5.106, 0.016, 0.840], [6.484, 0.042, 1.923], [7.618, -0.890, 0.357], [-1.686, 1.901, -4.355], [-0.412, 1.953, -3.798], [-1.613, 1.745, -5.432], [-2.359, 1.114, -4.017], [-2.327, 2.742, -4.091], [0.066, 2.738, -4.076]], "forces_ev_per_a": [[-0.170, 1.068, -0.100], [-1.533, -0.452, -0.589], [0.890, -0.626, -0.303], [-0.698, 1.248, -0.823], [-0.831, -0.602, 0.026], [1.171, -0.509, -0.331], [0.229, 0.320, 0.310], [0.043, 0.098, 0.225], [0.411, -0.802, 0.146], [0.364, -0.207, 0.202], [-0.088, 0.200, 0.182], [0.252, 0.335, 0.285], [0.200, 0.066, -0.802], [-0.071, 0.273, 0.399], [0.326, -0.221, 0.712], [-0.326, 0.256, 0.049], [0.315, -0.448, 0.061], [-0.184, -1.426, -0.122], [0.889, 0.817, 0.856], [-0.679, -1.214, -1.051], [-1.423, 0.806, -0.994], [0.956, 0.318, 1.605], [0.302, 0.874, 0.094], [0.136, 0.063, 0.109], [0.217, 0.319, 0.227], [-0.113, -0.086, -0.326], [0.174, -0.352, 0.042], [-0.337, -0.270, 0.251], [0.119, 0.007, -0.386], [0.127, -0.122, -0.312], [-0.056, -0.102, -0.493], [0.363, 0.268, 0.356], [-0.456, -0.224, 0.185], [0.226, 0.572, -0.064], [-0.837, -0.907, -0.012], [1.323, -0.627, 2.258], [0.241, -0.932, -1.216], [-0.755, -0.505, -0.274], [-0.103, 1.830, -0.326], [0.070, 0.034, -0.304], [0.664, 0.071, -0.357], [-0.330, -0.268, 0.173], [-0.609, 0.196, -0.473], [-0.051, 0.577, -0.962], [-0.339, 0.782, 0.621], [0.518, 0.468, -0.585], [0.172, -0.603, -0.073], [0.184, 0.090, -0.027], [-0.331, -0.575, 0.172], [-0.183, 0.125, 0.658], [-0.021, 0.466, 0.424], [0.897, 0.495, -0.518], [-0.447, -0.083, 0.134], [2.386, -0.105, 0.115], [-0.720, -0.611, 0.752], [-0.782, 1.061, -0.549], [0.008, -0.334, 0.462], [-0.265, 0.458, 0.055], [-0.396, -0.437, -0.047], [-0.717, -0.113, -0.011], [0.154, -0.043, 0.306], [0.078, 0.777, 0.421], [0.163, -0.413, -0.246], [-0.474, 0.158, -0.022], [0.413, 0.280, -0.484], [0.389, -0.537, -0.210], [-0.372, -0.182, -0.024], [-0.236, -0.361, -0.125], [1.083, -1.364, -0.358], [0.420, 0.986, -1.362], [-0.116, -0.763, 0.333], [1.009, 0.383, -0.050], [-1.137, -0.573, 1.038], [-0.129, 0.481, 0.725], [0.192, 0.007, -0.285], [-0.081, 0.100, 0.379], [-0.451, 0.738, -0.279], [-0.249, -0.175, -0.875], [-0.054, 0.161, 0.080], [-0.565, 0.213, -0.238], [-0.153, 0.247, 0.008], [0.097, -0.113, -0.188], [-0.287, -0.296, -0.221], [0.220, -0.083, 0.875], [0.177, -0.114, 0.321], [-1.675, 0.413, 0.451], [-0.505, -0.035, -1.165], [2.687, 0.508, -0.523], [-0.616, 0.327, 0.556], [-0.406, 0.143, -0.462], [0.188, -0.961, 1.305], [0.376, -0.172, -0.362], [-0.287, -0.223, -0.234], [0.217, 0.076, 0.101], [-0.269, -0.051, 0.434], [-0.437, 0.227, 0.767], [0.195, -0.014, -0.842], [-0.048, -0.129, -0.262], [-0.021, -0.232, 0.051], [0.284, 0.402, 0.263], [0.398, -0.407, 0.199], [-0.106, 0.124, -0.273], [0.863, -0.094, -0.413], [-1.167, 1.747, 1.066], [-2.278, -1.976, 0.414], [1.257, 1.160, -0.513], [0.736, -0.443, 0.890], [0.675, 0.199, -0.703], [0.054, -0.177, 0.140], [-0.081, 0.071, 0.032], [-0.187, -0.122, -0.248], [0.408, 0.069, -0.279], [0.431, 0.019, 0.370], [0.371, -0.182, -0.442], [-0.311, 0.417, -0.015], [-0.585, 0.020, -0.238], [-0.230, -0.477, -0.159], [-0.267, -0.022, 0.139], [0.268, -0.092, -0.038], [-2.182, 0.992, 0.210], [2.630, -1.005, -0.804], [0.682, 1.320, 0.975], [0.165, -0.888, 0.475], [0.317, 0.389, -1.061], [-1.394, -0.445, 0.237], [-0.055, -0.054, -0.028], [-0.141, 0.165, 0.116], [0.634, 0.124, -0.426], [-0.750, 0.437, -0.287], [-0.388, -0.079, -0.146], [-0.008, -0.007, -0.232], [0.195, -0.388, 0.732], [0.055, -0.401, -0.103], [0.139, 0.083, 0.434], [-0.006, 0.087, -0.079], [0.153, -0.340, 0.029], [1.398, 1.827, -0.485], [1.968, -0.849, -0.209], [-1.268, -0.049, -0.579], [-0.041, 0.005, -1.562], [-0.378, -0.577, 0.783], [-0.266, -0.052, 1.266], [-0.387, -0.470, 0.191], [0.241, 0.465, 0.233], [-0.127, 0.091, 0.079], [0.072, -0.409, 0.093], [-0.014, -0.349, -0.055], [-0.182, 0.379, 0.074], [0.110, -0.267, 0.274], [0.310, 0.534, -0.048], [-0.182, 0.313, -0.196], [-0.047, -0.206, -0.162], [-1.114, -0.202, 0.226], [0.228, -0.153, -0.609], [-0.523, -0.781, -0.354], [2.001, 1.155, 1.029], [-0.743, -1.046, 0.626], [0.538, 1.126, 0.009], [0.045, 0.402, 0.627], [-0.321, 0.116, -0.273], [0.209, -0.467, -0.115], [0.031, -0.195, -0.053], [0.532, -0.224, -0.020], [-0.478, 0.280, -0.076], [-0.219, 0.057, -0.055], [-0.064, 0.270, -0.362], [-0.202, -0.079, -0.165], [-0.107, -0.525, 0.132], [-0.346, -0.476, 0.247], [-0.336, 0.381, -0.136], [3.133, -1.508, 0.865], [-0.621, 0.163, 0.201], [-0.898, 0.415, 1.442], [-0.896, -0.865, 0.228], [1.166, -0.719, -0.992], [-1.354, 1.634, -1.703], [-0.380, 0.111, -0.271], [-0.416, 0.582, -0.094], [0.404, -0.604, 0.281], [0.030, -0.068, 0.353], [-0.513, 0.096, -0.358], [0.407, -0.285, -0.124], [-0.984, 0.068, -0.634], [0.118, 0.758, 1.072], [0.059, 0.016, -0.152], [0.244, 0.247, 0.570], [0.303, -0.129, -0.348], [0.001, -0.198, -1.554], [-1.651, 2.131, -0.341], [0.443, -1.002, -0.309], [-0.643, -0.825, 0.656], [-0.023, 0.531, -0.659], [0.614, -1.022, 1.086], [0.202, 0.507, -0.022], [0.507, -0.066, 0.115], [0.133, -0.511, 0.267], [0.309, 0.224, -0.451], [0.554, -0.185, 0.079], [-0.350, 0.376, -0.303], [-0.428, -0.130, 0.357], [0.117, 0.109, 0.075], [0.284, 0.203, 0.139], [-0.129, 0.189, 0.309], [0.061, -0.315, 0.423], [-1.079, -1.250, -0.606], [1.253, 0.107, 0.113], [-1.241, 0.206, -1.055], [-0.093, 0.279, 0.846], [-0.926, -0.563, 1.272], [1.072, -0.119, 0.405], [0.104, 0.459, -0.148], [0.047, -0.378, -0.280], [0.235, 0.253, 0.369], [0.058, -0.625, 0.043], [0.249, -0.433, -0.030], [0.332, 0.411, -0.132], [0.094, 0.434, -0.149], [-0.385, -0.388, 0.001], [0.062, 0.697, -0.555], [-0.031, 0.073, -0.080], [0.234, 0.657, -0.016], [-0.342, -0.689, 0.240], [0.160, 1.027, -1.597], [0.146, -0.306, 0.717], [-0.421, -0.821, 0.857], [-0.113, -0.400, -0.531], [-1.319, -0.800, 0.274], [0.288, 0.390, -0.033], [0.240, 0.096, 0.050], [-0.269, -0.042, 0.375], [-0.243, -0.307, 0.060], [0.569, 0.095, 0.017], [0.353, 0.142, -0.094], [0.404, 0.894, 0.151], [0.152, 0.036, -0.246], [-0.525, 0.542, -0.417], [-0.120, 0.357, -0.208], [0.640, -0.067, 0.397], [-0.910, -0.352, 1.025], [2.167, -0.399, -1.417], [-1.093, 0.796, -0.312], [0.378, 0.039, 0.306], [-0.706, -0.316, 0.017], [-0.177, -0.396, 0.954], [-0.018, 0.242, 0.016], [0.320, 0.639, -0.128], [0.282, -0.309, 0.345], [-0.151, -0.381, -0.127], [0.119, -0.011, -0.540], [-0.138, -0.062, 0.296], [0.300, 0.104, -0.397], [-0.016, -0.170, 0.413], [-0.066, 0.178, -0.244], [-0.073, -0.428, -0.723], [-0.111, 0.870, 0.479], [-0.158, 0.224, 0.175], [0.362, -0.521, 1.027], [0.087, -0.363, -0.303], [0.250, 0.202, -1.035], [-0.268, 0.793, 1.607], [0.668, -0.592, 0.169], [0.405, -0.078, -0.330], [-0.423, -0.063, 0.032], [-0.407, -0.265, 0.465], [0.236, 0.076, -0.176], [-0.309, 0.227, 0.055], [0.199, 0.133, 0.518], [0.239, 0.528, 0.051], [-0.319, -0.237, -0.230], [0.211, -0.550, -0.224], [-0.278, 0.390, -1.430], [-0.404, 0.131, -0.328], [-0.851, 0.618, 0.862], [1.299, -1.642, -1.182], [-0.429, 0.415, 0.264], [-0.195, 0.639, 0.096], [0.011, 0.163, 0.207], [0.101, -0.177, -0.276], [-0.762, 0.171, -0.617], [-0.329, -1.408, 1.166], [-0.252, 0.337, -0.263], [0.786, -0.809, 0.584], [0.274, 0.682, -0.332], [0.031, 0.599, -0.383]], "mulliken_charge": [-1.21, 0.34, 0.36, -0.44, -0.48, -0.78, 0.46, -0.09, 0.37, 0.30, -0.50, 0.33, 0.46, 0.25, -0.06, -0.05, 0.34, -1.49, 2.36, -0.82, -0.63, -0.22, -0.76, 0.11, 0.42, 0.42, -1.41, 0.24, 0.47, 0.59, -0.09, -0.24, 0.32, 0.33, -1.98, 3.26, -2.06, 1.72, -1.15, -0.60, 0.09, 0.48, 0.41, -1.18, 0.65, 0.29, 0.14, 0.16, 0.36, 0.58, -0.89, -1.38, 0.26, 0.47, -0.46, -0.17, -0.71, 0.32, 0.32, 0.38, 0.25, -0.58, 0.27, -0.18, 0.31, 0.35, 0.28, 0.33, -0.58, 0.77, 0.13, -0.42, -0.58, -0.82, -0.25, 0.58, -0.23, 0.03, 0.29, -0.20, 0.36, 0.12, 0.26, 0.31, 0.35, -1.49, 0.63, -0.88, -0.23, -0.56, -0.75, 0.49, 0.24, 0.35, 0.20, 0.34, 0.41, 0.40, 0.05, 0.26, 0.26, 0.28, -1.25, 0.93, -1.05, -0.15, -0.78, -0.66, 0.35, 0.04, 0.45, 0.13, 0.39, 0.39, 0.37, 0.33, 0.11, 0.07, 0.34, -0.83, 0.52, -0.86, -0.26, -0.83, -0.78, 0.19, 0.46, -0.16, 0.35, 0.35, 0.34, 0.40, 0.32, 0.20, 0.27, 0.27, -1.18, 2.50, -1.03, 0.20, -0.63, -0.56, 0.46, -0.23, 0.43, -2.00, 0.21, 0.48, 0.35, 0.47, -0.23, 0.33, 0.37, 0.02, 2.28, -0.83, -0.52, -0.11, 1.36, -0.27, 0.70, -0.67, -1.46, 0.38, -0.09, -0.20, 0.27, 0.34, -0.86, -0.55, 0.42, 1.62, 0.67, 0.57, 0.43, 0.69, -0.49, 0.00, -0.06, -1.01, -0.22, -1.06, -0.79, -0.34, -0.05, 0.01, -0.95, -1.38, 2.12, -0.96, -0.42, 0.19, -0.75, 0.13, 0.36, 0.42, -0.96, 0.36, 0.38, -0.05, 0.60, -0.50, 0.28, 0.26, -0.94, 0.93, 0.14, 0.05, -1.24, -0.80, 0.58, -0.11, 0.06, -0.30, -0.67, 0.64, 0.45, 0.38, 0.35, 0.33, 0.34, -1.83, 1.20, -0.97, -0.38, -0.84, 2.21, 0.43, 0.34, 0.36, -0.11, -0.02, 0.55, 0.20, 0.43, 0.27, -0.89, -0.56, -0.82, 0.17, 0.45, -0.52, -0.18, -0.81, -0.12, 0.39, 0.21, 0.42, -0.34, 0.04, -0.31, 0.40, 0.33, 0.21, 0.38, -0.67, 0.13, -1.25, -0.27, -1.00, 1.52, -0.84, 0.68, 0.23, 0.09, 0.19, 0.60, 0.26, 0.41, 0.33, 0.22, -0.62, -0.04, -0.44, 0.16, -0.30, 0.43, 0.25, 0.35, 0.70, 0.30, -0.12, -0.62, -0.05], "total_energy_ha": -4854.93912}